No. 1
The following is a DFT calculation (ωB97M-V/def2-TZVPD) of a single C5H9NO molecule.

Structure (XYZ):
```
16
Properties=species:S:1:pos:R:3:nbo_charge:R:1
C 0.37608 2.34376 1.77224 -0.734
C 0.45735 0.85011 1.67208 0.092
N -0.31425 0.39001 0.71862 -0.562
C -0.24830 -0.99798 0.29223 -0.247
C 0.35566 -1.05255 -1.08707 0.039
C -0.24683 -1.85591 -2.14700 -0.105
O -0.45140 -0.45158 -2.09645 -0.498
H 1.40202 2.72554 1.71175 0.238
H 0.01088 2.62105 2.76725 0.237
H -0.23596 2.85329 1.00473 0.172
H 0.38363 -1.49798 1.02905 0.237
H -0.89599 0.98560 0.11637 0.368
H -1.24372 -1.45831 0.28491 0.197
H 1.41239 -0.78560 -1.14943 0.195
H 0.36241 -2.21019 -2.97651 0.189
H -1.12394 -2.45926 -1.91277 0.182
```

E_HOMO (Eh): -0.298
Total energy (a.u.): -325.79583


No. 2
The following is a DFT calculation (ωB97M-V/def2-TZVPD) of a gas-phase ion, C7H12 (charge +1) in a non-equilibrium geometry.

Structure (XYZ):
```
19
Properties=species:S:1:pos:R:3:nbo_charge:R:1
C -0.37330 -1.68572 -0.96829 -0.604
C 0.53844 -0.78917 0.06618 -0.039
C 1.79754 -1.35146 0.41646 -0.276
C 0.46248 0.85861 0.12015 -0.390
C -0.69623 0.25403 0.65904 0.599
C -1.88630 0.94891 1.22418 -0.762
C 0.36923 1.57214 -1.23172 -0.619
H -1.19647 -2.01641 -0.36449 0.234
H -0.66771 -1.13261 -1.84173 0.233
H 0.30258 -2.52950 -1.18661 0.260
H 2.04449 -1.94989 1.28900 0.221
H 2.74279 -0.97028 0.01872 0.220
H 1.16401 1.28646 0.84856 0.323
H -1.61845 2.01806 1.33894 0.265
H -2.76699 0.90392 0.57273 0.316
H -2.14949 0.57466 2.21498 0.301
H 0.05399 2.62792 -1.12789 0.243
H 1.34384 1.60671 -1.69251 0.252
H -0.31936 1.06525 -1.90499 0.223
```

E_HOMO (alpha / beta) (Eh): -0.478 / -0.522
Total charge: +1
Total energy (a.u.): -273.41224
Multiplicity: 2


No. 3
The following is a DFT calculation (ωB97M-V/def2-TZVPD) of 3 unconnected molecules or ions with the total composition C15H15N3.

Structure (XYZ):
```
33
Properties=species:S:1:pos:R:3:nbo_charge:R:1
C 3.49012 1.78461 2.32011 -0.176
C 4.04052 0.63390 2.84191 -0.267
C 4.19332 0.54933 4.22264 0.037
N 3.84254 1.51529 5.06320 -0.414
C 3.30531 2.61567 4.53998 0.036
C 3.10213 2.79685 3.17931 -0.258
H 3.40547 1.94618 1.25152 0.214
H 4.37507 -0.19450 2.23219 0.221
H 4.62673 -0.33168 4.68474 0.193
H 3.03088 3.37667 5.26288 0.194
H 2.66811 3.72387 2.83185 0.221
C 0.03315 0.56464 -0.64780 -0.172
C 0.68834 0.10222 0.48183 -0.262
C -0.00466 -0.71961 1.35103 0.031
N -1.28022 -1.07273 1.18406 -0.415
C -1.88942 -0.61340 0.09664 0.034
C -1.28137 0.19371 -0.85240 -0.262
H 0.56157 1.20184 -1.34669 0.215
H 1.73312 0.32932 0.63248 0.215
H 0.48496 -1.13132 2.22872 0.194
H -2.91860 -0.93294 -0.03922 0.192
H -1.84211 0.53973 -1.70995 0.229
C -3.33159 -2.58066 -3.11308 -0.169
C -4.37592 -1.70465 -3.34986 -0.263
C -4.07618 -0.48749 -3.95477 0.034
N -2.85182 -0.12261 -4.30884 -0.425
C -1.86097 -0.98339 -4.07049 0.030
C -2.04699 -2.22614 -3.49047 -0.258
H -3.47846 -3.53550 -2.62152 0.219
H -5.39620 -1.95481 -3.09610 0.223
H -4.86547 0.23229 -4.14795 0.193
H -0.87105 -0.62631 -4.33568 0.194
H -1.21033 -2.88839 -3.32026 0.224
```

E_HOMO (Eh): -0.354
Total energy (a.u.): -744.83099
SMILES: c1ccncc1.c1ccncc1.c1ccncc1


No. 4
The following is a DFT calculation (ωB97M-V/def2-TZVPD) of 2 unconnected molecules or ions with the total composition C4H5NS in a non-equilibrium geometry.

Structure (XYZ):
```
11
Properties=species:S:1:pos:R:3:nbo_charge:R:1
C -1.24280 -0.66368 -0.44662 -0.302
C -0.29160 -0.99122 0.43807 -0.196
C -1.22578 0.84672 -0.44572 0.123
C 0.50088 0.23206 0.81134 0.034
N -0.17068 1.27119 0.17632 -0.510
S 2.50342 -0.46271 -0.43404 -0.234
H -2.02872 -1.29982 -0.65063 0.226
H 0.14740 -1.94604 0.72259 0.231
H -1.92248 1.58169 -0.90558 0.213
H 1.17591 0.61729 1.64302 0.273
H 2.55446 0.81452 -0.90876 0.142
```

E_HOMO (Eh): -0.340
Total energy (a.u.): -608.24206


No. 5
The following is a DFT calculation (ωB97M-V/def2-TZVPD) of 16 unconnected molecules or ions with the total composition C3H39NO15S in a non-equilibrium geometry.

Structure (XYZ):
```
59
Properties=species:S:1:pos:R:3:nbo_charge:R:1
C -1.05733 -1.44757 0.68772 -0.235
C -1.59464 -1.88429 -0.69676 -0.434
C -2.81641 -2.82830 -0.66196 -0.490
S -2.35370 -4.62610 -0.76435 -0.071
N -0.34801 -0.19565 0.69971 -0.849
H -0.70508 -2.37037 1.13018 0.206
H -1.96445 -1.28040 1.27517 0.176
H -1.76461 -1.01088 -1.38564 0.225
H -0.83921 -2.47029 -1.20506 0.195
H -3.26261 -2.71986 -1.65840 0.230
H -3.50126 -2.62727 0.16685 0.218
H -1.29727 -4.59469 0.09263 0.116
H 0.48426 -0.18992 0.12576 0.343
H 0.17650 -0.02122 1.56695 0.351
H -4.61318 1.62405 -1.29777 0.457
H -4.04927 0.78164 -0.27766 0.461
O -4.29129 0.71595 -1.21516 -0.915
H -0.27272 3.73855 -0.76700 0.495
H 0.16483 3.28502 -2.09443 0.479
O 0.51116 3.75612 -1.33225 -0.981
H 1.88754 1.35932 -1.93965 0.535
H 0.72961 0.29356 -2.44230 0.490
O 1.26555 0.63564 -1.72367 -1.024
H -1.46699 2.52954 -2.86274 0.497
H -2.57061 3.41831 -3.48067 0.471
O -1.63970 3.19170 -3.55300 -0.984
H 1.71378 -1.08463 4.03686 0.502
H 1.88394 -0.12706 2.95709 0.468
O 1.65444 -0.11621 3.89345 -0.956
H 2.31882 -3.54292 2.96756 0.494
H 1.29898 -2.62698 2.10114 0.514
O 1.91897 -2.67986 2.84927 -1.001
H -2.70400 4.00971 0.41622 0.492
H -1.96980 3.45869 1.74598 0.494
O -2.06214 3.40614 0.79302 -0.977
H 2.77958 3.18955 -0.99095 0.504
H 3.96516 2.55310 -1.79429 0.495
O 3.16197 2.35656 -1.29936 -0.966
H -0.41026 1.19400 -1.06128 0.507
H -1.67279 1.77655 -0.34931 0.504
O -1.24278 1.66474 -1.20379 -1.023
H 4.02839 1.52449 0.54155 0.482
H 2.78590 1.02126 1.10060 0.446
O 3.61001 1.41885 1.40837 -0.932
H -0.25761 -2.44702 3.73550 0.463
H -1.24458 -1.57649 3.45443 0.485
O -1.13478 -2.54127 3.31053 -0.953
H 1.19854 3.46272 -4.03700 0.479
H 2.25218 3.60030 -2.94847 0.471
O 2.07504 3.15467 -3.77854 -0.949
H 5.09891 -0.23730 -0.28078 0.471
H 3.55684 -0.37330 -0.29172 0.470
O 4.33724 -0.38711 -0.84795 -0.940
H 1.28652 -1.45992 -0.49807 0.476
H 1.59577 -2.93007 -0.74307 0.486
O 1.48832 -2.27980 -0.04071 -0.959
H -1.20576 0.96666 3.20615 0.468
H -0.00752 0.57072 4.19518 0.512
O -0.95908 0.47137 3.98965 -0.991
```

E_HOMO (Eh): -0.328
Total energy (a.u.): -1719.17802


No. 6
The following is a DFT calculation (ωB97M-V/def2-TZVPD) of 2 unconnected molecules or ions with the total composition C5H4O5.

Structure (XYZ):
```
14
Properties=species:S:1:pos:R:3:nbo_charge:R:1
C 2.69716 0.19332 0.11019 0.396
O 3.80318 0.57828 0.30822 -0.576
C 2.06919 -1.15145 0.59038 0.655
O 2.15214 -2.08317 -0.22383 -0.740
O 1.55834 -1.08925 1.72054 -0.741
O 1.42230 3.38354 -1.83229 -0.502
C 0.94146 2.22539 -1.45496 0.533
C 0.46052 4.17270 -2.58974 -0.148
O -0.29284 2.09966 -1.87226 -0.497
C -0.76140 3.26988 -2.60308 -0.148
H 0.88780 4.36192 -3.57989 0.192
H 0.30092 5.11014 -2.04939 0.192
H -1.06493 2.94261 -3.60276 0.193
H -1.61528 3.68373 -2.05653 0.192
```

E_HOMO (alpha / beta) (Eh): -0.076 / -0.164
Total charge: -1
Total energy (a.u.): -569.05854
Multiplicity: 2


Number 5 is which compound?
C3H39NO15S